[1]
ORCA calculation (the ωB97M-V functional and the def2-TZVPD basis) on a cluster of 3 separate species, C4H11NO2 in total in a non-equilibrium geometry.

Its structure (SMILES) is C=N/C=C/C.O.O. As for the total energy: -364.14130 Eh. As for the HOMO-LUMO gap: 8.66 eV. The calculation puts the energy relative to the best compared isomer or geometry (same formula, charge and spin) at 3.452 eV. The value obtained for the HOMO energy is -0.315 Ha.

Last column: natural (NBO) charge in e.
Atoms and positions in Å:
C1 -0.991 0.832 -1.588  -0.041
N1 -0.253 -0.195 -1.112  -0.425
C2 0.849 0.282 -0.372  -0.058
C3 1.583 -0.506 0.520  -0.184
C4 2.909 -0.057 1.049  -0.654
H1 -0.479 1.842 -1.705  0.152
H2 -2.040 0.743 -1.507  0.191
H3 1.306 1.200 -0.707  0.165
H4 1.205 -1.477 0.797  0.196
H5 3.080 -0.292 2.098  0.218
H6 3.863 -0.415 0.480  0.222
H7 3.002 1.059 0.986  0.218
O1 -1.290 -3.311 -1.156  -0.941
H8 -0.793 -4.110 -1.188  0.458
H9 -0.647 -2.686 -0.693  0.481
O2 -2.142 2.895 2.028  -0.934
H10 -2.574 3.293 2.820  0.468
H11 -2.803 2.224 1.767  0.467

=====

[2]
ORCA calculation (the ωB97M-V functional and the def2-TZVPD basis) on a cluster of 3 separate species, C4H11NO2 in total in a non-equilibrium geometry.

Its structure (SMILES) is C=NC(=C)C.O.O. As for the total energy: -364.12808 Eh. As for the HOMO-LUMO gap: 9.45 eV. The calculation puts the energy relative to the best compared isomer or geometry (same formula, charge and spin) at 3.812 eV. The value obtained for the HOMO energy is -0.329 Ha.

Last column: natural (NBO) charge in e.
Atoms and positions in Å:
C1 0.856 -1.567 -3.270  -0.034
N1 0.673 -0.320 -3.169  -0.407
C2 0.777 0.274 -1.868  0.180
C3 1.909 0.482 -1.092  -0.494
C4 -0.601 0.842 -1.254  -0.657
H1 0.422 -2.397 -3.942  0.191
H2 1.131 -2.058 -2.387  0.133
H3 2.786 -0.165 -1.378  0.201
H4 1.866 1.123 -0.236  0.214
H5 -1.375 0.042 -1.317  0.215
H6 -0.654 1.016 -0.179  0.232
H7 -0.984 1.593 -1.940  0.226
O1 0.661 0.902 3.677  -0.942
H8 1.143 0.142 3.330  0.474
H9 1.175 1.359 4.263  0.468
O2 -3.611 -0.632 3.494  -0.946
H10 -2.653 -0.982 3.706  0.474
H11 -3.522 0.347 3.561  0.472

=====

[3]
ORCA calculation (the ωB97M-V functional and the def2-TZVPD basis) on a cluster of 3 separate species, C4H11NO2 in total in a non-equilibrium geometry.

Its structure (SMILES) is C=N/C=C/C.O.O. As for the total energy: -364.18449 Eh. As for the HOMO-LUMO gap: 9.94 eV. The calculation puts the energy relative to the best compared isomer or geometry (same formula, charge and spin) at 2.277 eV. The value obtained for the HOMO energy is -0.343 Ha.

Last column: natural (NBO) charge in e.
Atoms and positions in Å:
C1 0.170 0.218 2.479  -0.005
N1 -0.108 0.783 1.394  -0.449
C2 0.424 0.132 0.259  -0.049
C3 -0.063 0.048 -0.971  -0.224
C4 0.773 -0.565 -2.056  -0.645
H1 0.785 -0.681 2.546  0.153
H2 -0.286 0.482 3.426  0.173
H3 1.361 -0.405 0.414  0.169
H4 -0.990 0.575 -1.162  0.215
H5 0.670 -1.648 -2.142  0.224
H6 0.537 -0.152 -3.035  0.223
H7 1.821 -0.345 -1.901  0.218
O1 -0.609 -2.581 0.668  -0.942
H8 -1.404 -3.060 0.940  0.466
H9 -0.989 -1.902 0.094  0.475
O2 -0.966 3.158 -0.540  -0.960
H10 -1.026 2.379 0.023  0.486
H11 -0.101 3.563 -0.437  0.471

=====

[4]
ORCA calculation (the ωB97M-V functional and the def2-TZVPD basis) on a cluster of 2 separate species, C4H11NO2 in total in a non-equilibrium geometry.

Its structure (SMILES) is NCCCC=O.O. As for the total energy: -364.21496 Eh. As for the HOMO-LUMO gap: 9.97 eV. The calculation puts the energy relative to the best compared isomer or geometry (same formula, charge and spin) at 1.448 eV. The value obtained for the HOMO energy is -0.336 Ha.

Last column: natural (NBO) charge in e.
Atoms and positions in Å:
N1 1.393 -0.744 2.285  -0.858
C1 0.783 -0.928 1.006  -0.206
C2 -0.412 0.020 0.854  -0.385
C3 -1.316 -0.429 -0.342  -0.515
C4 -1.885 0.757 -1.000  0.445
O1 -1.305 1.294 -1.924  -0.560
H1 2.088 -1.394 2.588  0.375
H2 1.571 0.196 2.555  0.363
H3 0.511 -1.979 0.898  0.188
H4 1.437 -0.727 0.128  0.165
H5 -1.054 -0.078 1.731  0.209
H6 -0.080 1.055 0.802  0.204
H7 -2.088 -1.100 0.049  0.221
H8 -0.661 -1.022 -0.982  0.233
H9 -2.675 1.362 -0.534  0.127
O2 1.439 1.007 -2.947  -0.962
H10 0.477 1.012 -2.792  0.492
H11 1.778 1.701 -2.374  0.461

=====

[5]
ORCA calculation (the ωB97M-V functional and the def2-TZVPD basis) on a cluster of 2 separate species, C4H11NO2 in total in a non-equilibrium geometry.

As for the total energy: -363.90020 Eh. Its multiplicity is 2. The net charge is +1. As for the HOMO-LUMO gap (spin up / spin down): 10.40 / 4.73 eV. The calculation puts the energy relative to the best compared isomer or geometry (same formula, charge and spin) at 0.767 eV. The value obtained for the HOMO energy (spin up / spin down) is -0.517 / -0.516 Ha.

Last column: natural (NBO) charge in e.
Atoms and positions in Å:
C1 2.006 -0.086 -0.593  -0.306
C2 3.270 -0.627 0.112  -0.613
N1 1.119 -0.963 -1.282  -0.340
H1 1.421 0.329 0.270  0.346
H2 2.300 0.730 -1.251  0.272
H3 3.776 -1.445 -0.409  0.244
H4 3.064 -1.083 1.080  0.248
H5 1.295 -1.967 -1.203  0.425
H6 -0.238 -0.764 0.176  0.456
H7 0.962 -0.691 -2.253  0.433
H8 3.936 0.222 0.193  0.270
C3 -3.049 0.629 0.766  -0.733
C4 -1.594 0.492 0.434  0.800
O1 -0.942 1.422 0.024  -0.611
O2 -1.062 -0.722 0.629  -0.659
H9 -3.401 1.545 0.305  0.259
H10 -3.135 0.889 1.826  0.263
H11 -3.588 -0.264 0.475  0.246

=====

[6]
ORCA calculation (the ωB97M-V functional and the def2-TZVPD basis) on a cluster of 2 separate species, C4H11NO2S in total in a non-equilibrium geometry.

As for the total energy: -762.37502 Eh. Its multiplicity is 2. The net charge is -1. As for the HOMO-LUMO gap (spin up / spin down): 5.95 / 3.78 eV. The calculation puts the energy relative to the best compared isomer or geometry (same formula, charge and spin) at 0.797 eV. The value obtained for the HOMO energy (spin up / spin down) is -0.110 / -0.109 Ha.

Last column: natural (NBO) charge in e.
Atoms and positions in Å:
C1 0.046 -0.783 -1.402  -0.683
C2 -0.267 0.254 -0.288  -0.070
C3 -1.551 1.029 -0.424  -0.554
S1 -2.987 -0.063 -0.326  0.046
N1 0.831 1.176 0.037  -0.690
C4 2.161 0.459 0.210  0.142
O1 2.815 0.282 -0.917  -0.931
H1 1.113 -0.696 -1.618  0.297
H2 -0.565 -0.566 -2.296  0.172
H3 -0.345 -1.775 -1.174  0.195
H4 -0.300 -0.346 0.623  0.161
H5 -1.689 1.742 0.370  0.248
H6 -1.638 1.505 -1.420  0.210
H7 0.981 1.767 -0.771  0.338
H8 2.664 1.104 0.977  0.077
H9 1.862 -0.498 0.743  0.044
H10 -0.287 -1.323 2.562  0.478
H11 -1.762 -1.484 2.244  0.476
O2 -1.082 -1.783 2.870  -0.956

=====

Repeat the fourth record exactly.
ORCA calculation (the ωB97M-V functional and the def2-TZVPD basis) on a cluster of 2 separate species, C4H11NO2 in total in a non-equilibrium geometry.

Its structure (SMILES) is NCCCC=O.O. As for the total energy: -364.21496 Eh. As for the HOMO-LUMO gap: 9.97 eV. The calculation puts the energy relative to the best compared isomer or geometry (same formula, charge and spin) at 1.448 eV. The value obtained for the HOMO energy is -0.336 Ha.

Last column: natural (NBO) charge in e.
Atoms and positions in Å:
N1 1.393 -0.744 2.285  -0.858
C1 0.783 -0.928 1.006  -0.206
C2 -0.412 0.020 0.854  -0.385
C3 -1.316 -0.429 -0.342  -0.515
C4 -1.885 0.757 -1.000  0.445
O1 -1.305 1.294 -1.924  -0.560
H1 2.088 -1.394 2.588  0.375
H2 1.571 0.196 2.555  0.363
H3 0.511 -1.979 0.898  0.188
H4 1.437 -0.727 0.128  0.165
H5 -1.054 -0.078 1.731  0.209
H6 -0.080 1.055 0.802  0.204
H7 -2.088 -1.100 0.049  0.221
H8 -0.661 -1.022 -0.982  0.233
H9 -2.675 1.362 -0.534  0.127
O2 1.439 1.007 -2.947  -0.962
H10 0.477 1.012 -2.792  0.492
H11 1.778 1.701 -2.374  0.461